51
Properties=species:S:1:pos:R:3 method="wB97M-V/def2-TZVPD" total_charge=-1 homo_lumo_gap_ev="2.686 / 5.855" homo_ev="-0.673 / -4.699" lumo_energy_ev="2.0135 / 1.1563" multiplicity=5
Br 2.7940 3.8464 7.7275
C 4.3889 1.4146 -2.1722
H 1.0513 -0.2335 5.3653
H 2.2195 -1.8035 -1.8209
C -1.2862 0.5976 -0.6023
C 1.8082 1.5179 6.3671
H 3.4159 2.4915 2.9561
O -1.9429 -1.9928 -4.5943
H -6.6724 -1.7207 -1.5421
C -5.6270 -2.0050 -1.4464
Fe -4.0118 -1.3715 -2.4331
C 4.2199 0.5566 -3.2727
C 2.1916 1.0027 3.9940
H 1.7269 -1.2638 0.5036
H -3.7470 0.9445 -1.5293
O -5.8876 -0.0642 -4.4356
H 3.3112 -1.2642 -3.9929
H 3.9138 1.8129 -0.1250
C 3.4358 -0.6060 -3.1376
C -4.9678 -3.0898 -2.1314
C -3.4471 -2.1424 -0.6452
H 3.2544 1.2255 1.5481
C 3.1398 3.0343 5.0074
C -1.7264 0.2058 -1.8199
C 2.5613 2.7026 6.2447
C 2.3517 -0.3662 0.4628
C 2.9590 2.2026 3.9025
H -0.2537 0.4452 -0.2900
H -1.0351 -0.2173 -2.5573
H 3.7277 3.9435 4.9148
C 2.8262 -0.9012 -1.9205
C -2.7498 -1.8223 -3.7794
C 2.9807 -0.0518 -0.7880
H -5.4231 -3.7613 -2.8573
H -3.2420 0.7299 -3.2772
H -4.8994 -0.6214 0.1804
H 4.9943 2.3111 -2.2749
C -4.6855 -1.4226 -0.5266
C 1.6305 0.6859 5.2642
C 2.5602 0.3844 1.6189
C -5.2498 -0.5681 -3.6080
H -2.8618 -3.8940 -1.9383
Br 5.0270 0.9759 -4.9264
C -3.1303 0.3700 -2.2426
C -3.6109 -3.1603 -1.6477
H -2.5564 -1.9776 -0.0428
H 1.3710 1.2638 7.3286
H -1.9596 1.1247 0.0755
C 1.9837 0.1467 2.8632
C 3.7759 1.1203 -0.9550
H 1.3531 -0.7352 3.0077